The following is a quantum chemistry calculation of a structure of composition C20H40MgN6S at a distorted geometry, from the Open Molecules 2025 dataset.

```
68
Properties=species:S:1:pos:R:3:mulliken_charge:R:1
Mg 0.171 -0.060 0.175 1.17
N 2.838 1.395 -1.675 0.26
C 3.238 2.611 -0.894 0.27
C 3.857 2.193 0.442 -1.36
C 2.858 1.843 1.562 0.26
N 2.139 0.551 1.380 -0.59
C 1.839 2.971 1.723 -1.53
C 1.085 3.306 0.435 0.25
N 0.087 2.240 0.134 -0.69
C 2.078 3.596 -0.707 -1.36
H 3.642 0.800 -1.879 0.48
H 2.392 1.626 -2.566 0.36
H 2.183 0.815 -1.161 -0.61
H 3.997 3.095 -1.508 0.30
H 4.439 3.040 0.806 0.50
H 4.568 1.376 0.285 0.40
H 3.443 1.794 2.484 0.41
H 1.552 0.423 2.209 0.28
H 2.811 -0.213 1.428 0.26
H 2.368 3.865 2.055 0.45
H 1.123 2.713 2.510 0.47
H 0.543 4.238 0.612 0.43
H -0.555 2.583 -0.578 0.28
H -0.500 2.153 0.970 0.37
H 2.536 4.557 -0.470 0.52
H 1.543 3.736 -1.652 0.44
C -0.210 1.283 -3.749 -0.55
N -1.298 0.343 -3.762 0.13
C -1.570 -0.171 -5.098 -1.06
C -1.265 -0.642 -2.696 -1.38
C 0.018 -1.436 -2.512 0.78
C 0.358 -2.403 -3.460 -0.44
C 1.524 -3.141 -3.332 -0.78
C 2.365 -2.923 -2.251 -0.83
C 2.021 -1.972 -1.300 0.09
C 0.851 -1.207 -1.406 -0.06
H -0.368 2.024 -4.532 0.38
H 0.773 0.806 -3.936 0.20
H -0.198 1.803 -2.783 -0.09
H -1.913 0.653 -5.725 0.36
H -2.368 -0.910 -5.050 0.34
H -0.692 -0.625 -5.576 0.37
H -2.100 -1.323 -2.869 0.57
H -1.476 -0.105 -1.749 -0.02
H -0.303 -2.598 -4.297 0.53
H 1.768 -3.901 -4.062 0.41
H 3.271 -3.507 -2.138 0.46
H 2.687 -1.841 -0.447 0.35
C -3.503 -1.429 0.842 -1.04
N -3.406 -1.632 2.281 0.12
C -4.673 -2.028 2.900 -1.22
C -2.345 -1.229 2.988 0.61
S -1.259 -0.047 2.354 -0.59
N -2.153 -1.698 4.226 0.09
C -2.680 -2.984 4.682 -1.22
C -1.201 -1.093 5.154 -1.10
H -4.129 -2.221 0.432 0.44
H -2.527 -1.490 0.373 0.28
H -3.962 -0.465 0.609 0.34
H -5.475 -1.497 2.389 0.43
H -4.701 -1.749 3.948 0.40
H -4.857 -3.098 2.798 0.36
H -3.015 -3.591 3.847 0.40
H -3.496 -2.855 5.393 0.38
H -1.874 -3.516 5.188 0.45
H -1.187 -0.015 5.046 0.39
H -0.194 -1.484 4.992 0.32
H -1.511 -1.333 6.169 0.41
```

Properties
charge	+2
multiplicity	1
energy relative to the best compared isomer or geometry (same formula, charge and spin)	7.26	kcal per mole
max |F|	1.01	eV Å⁻¹

***

The following is a quantum chemistry calculation of the molecule C3H5NO2 at a distorted geometry, from the Open Molecules 2025 dataset.

```
11
Properties=species:S:1:pos:R:3:mulliken_charge:R:1
C 0.143 -0.818 0.688 0.12
C 0.553 -0.822 -0.613 -0.53
C 0.222 0.379 -1.351 0.60
H -1.307 0.715 1.311 0.24
H -0.438 -0.160 2.641 0.28
H 0.586 -1.797 1.077 0.22
H 1.169 -1.626 -1.076 0.32
H -0.191 2.298 -1.000 0.36
N -0.743 -0.079 1.448 -0.48
O -0.345 1.339 -0.543 -0.53
O 0.351 0.570 -2.581 -0.61
```

Properties
charge	0
multiplicity	1
SMILES	N/C=C\C(=O)O
energy relative to the best compared isomer or geometry (same formula, charge and spin)	54.34	kcal per mole
max |F|	7.50	eV Å⁻¹

***

The following is a quantum chemistry calculation of a structure of composition C24H48GeN3S4SbSi4TeW, from the Open Molecules 2025 dataset.

```
87
Properties=species:S:1:pos:R:3:mulliken_charge:R:1
W -0.329 -0.179 -0.155 0.97
S -2.374 2.683 2.717 -0.68
Sb -1.242 2.345 0.762 0.57
S 0.935 1.451 1.151 -0.51
S -1.085 0.624 -2.044 -0.44
S -1.203 4.132 -0.658 -0.73
C 1.146 -1.539 0.899 -0.68
H 0.583 -2.200 1.566 -0.47
H 1.883 -1.022 1.521 0.37
H 1.677 -2.182 0.190 0.38
C 0.526 -5.131 1.486 -1.09
Si -1.210 -5.059 2.212 0.62
C -2.445 -5.834 1.016 -0.95
C -1.142 -6.227 3.703 -1.05
Si -1.975 -2.942 2.903 0.38
Te -2.363 -0.837 1.574 -0.79
Si -4.242 -3.257 3.473 0.48
C -5.273 -3.511 1.915 -0.92
C -4.978 -1.761 4.347 -1.06
C -4.548 -4.747 4.604 -1.14
Si -0.836 -2.127 4.793 0.51
C -0.492 -3.464 6.097 -1.18
C -1.854 -0.789 5.634 -1.01
C 0.804 -1.351 4.325 -0.86
H 0.740 -6.143 1.128 0.42
H 1.259 -4.885 2.260 0.27
H 0.682 -4.435 0.662 0.21
H -2.035 -6.735 0.549 0.43
H -2.738 -5.143 0.225 0.00
H -3.349 -6.120 1.559 0.30
H -0.719 -7.188 3.392 0.37
H -2.134 -6.414 4.117 0.21
H -0.518 -5.828 4.505 0.23
H -5.181 -2.635 1.270 0.18
H -6.329 -3.638 2.173 0.44
H -4.955 -4.382 1.340 0.28
H -4.727 -0.835 3.828 0.30
H -4.622 -1.673 5.374 0.28
H -6.069 -1.858 4.374 0.38
H -4.258 -5.682 4.120 0.26
H -5.607 -4.822 4.870 0.37
H -3.972 -4.660 5.530 0.28
H -1.389 -4.038 6.342 0.26
H -0.131 -2.990 7.015 0.36
H 0.275 -4.166 5.760 0.28
H -2.703 -1.207 6.178 0.23
H -2.222 -0.058 4.909 0.28
H -1.221 -0.257 6.351 0.39
H 1.483 -2.061 3.848 0.28
H 1.291 -0.949 5.219 0.51
H 0.640 -0.526 3.624 0.01
C -1.597 -2.062 -4.124 -1.35
Ge -1.961 -2.723 -2.301 0.49
C -3.805 -2.241 -1.850 -0.79
C -1.876 -4.696 -2.572 -1.30
C -0.616 -2.250 -0.986 -0.13
H -2.138 -2.680 -4.846 0.46
H -0.530 -2.142 -4.348 0.33
H -1.893 -1.021 -4.246 0.36
H -4.478 -2.487 -2.676 0.46
H -3.855 -1.169 -1.652 0.28
H -4.141 -2.760 -0.953 -0.03
H -2.784 -5.080 -3.044 0.33
H -1.722 -5.227 -1.635 0.30
H -1.031 -4.923 -3.227 0.43
H 0.338 -2.492 -1.480 0.12
H -0.711 -2.982 -0.176 -0.41
N 10.389 1.173 -1.409 -0.56
C 9.257 0.986 -1.494 0.13
C 7.847 0.745 -1.611 0.50
C 7.222 0.866 -2.850 -0.87
C 5.866 0.629 -2.968 -0.46
C 5.124 0.254 -1.851 0.85
C 5.748 0.129 -0.611 -0.36
C 7.100 0.383 -0.491 -0.90
N 3.753 -0.004 -1.975 0.24
C 3.070 -0.427 -3.111 -0.54
C 1.770 -0.526 -2.745 -0.58
N 1.634 -0.168 -1.422 0.09
C 2.822 0.132 -0.989 -0.35
H 7.799 1.159 -3.716 0.42
H 5.374 0.758 -3.921 0.41
H 5.176 -0.182 0.252 0.53
H 7.584 0.287 0.471 0.42
H 3.569 -0.647 -4.037 0.42
H 0.907 -0.810 -3.321 0.22
H 3.032 0.499 0.002 0.33
```

Properties
charge	-2
multiplicity	1
energy relative to the best compared isomer or geometry (same formula, charge and spin)	42.47	kcal per mole
max |F|	0.40	eV Å⁻¹

***

| no. | electronic energy (Eh) | frontier orbital gap (eV) | molar mass (g mol⁻¹) |
| --- | --- | --- | --- |
| 1 | -1712.43836 | 8.2 | 421.0 |
| 2 | -322.48773 | 9.4 | 87.1 |
| 3 | -6510.78471 | 4.5 | 1125.1 |